The following is a quantum chemistry calculation of a cluster of 11 separate species, C58H67N7O18 in total in a non-equilibrium geometry, from the OMol25 dataset.

Spin multiplicity   1
Highest occupied orbital energy   -9.1649 eV
E   -3987.12302 hartree
Frontier orbital gap   8.14 eV
E_LUMO   -0.037 hartree
Maximum force   3.068 eV/Å

The geometry in XYZ format:
```
150
Properties=species:S:1:pos:R:3:forces:R:3:mulliken_charge:R:1
O 6.4702 1.1518 -0.8170 -0.1 0.1 -0.5 -0.61
N 6.0102 0.7353 -1.8658 -0.4 -0.9 0.7 1.11
O 6.2736 1.1651 -2.9816 -0.6 -0.7 1.1 -0.62
C 5.0386 -0.4618 -1.6836 -0.1 -0.5 -1.6 0.01
C 4.5764 -1.0638 -2.8710 0.0 1.0 0.0 -0.48
C 3.6862 -2.1161 -2.8554 0.0 -0.4 0.3 -0.31
C 3.3435 -2.7013 -1.6411 1.0 0.1 -0.2 -0.53
C 3.8923 -2.1948 -0.4764 0.0 0.6 0.3 -0.50
C 4.7081 -1.0422 -0.4567 0.4 0.0 -0.7 -0.61
H 4.8884 -0.6953 -3.8370 0.1 0.3 0.1 0.49
H 3.3187 -2.5487 -3.7742 0.0 0.0 -0.2 0.47
H 2.8674 -3.6704 -1.6194 -0.5 0.1 0.0 0.58
H 3.6532 -2.7343 0.4281 0.2 0.2 0.3 0.38
H 5.2010 -0.6753 0.4315 -0.3 0.0 0.2 0.55
O 3.5602 1.4192 2.2960 -0.1 -0.6 -0.1 -0.35
N 3.6570 1.2183 3.4875 0.0 1.1 1.6 0.92
O 4.2434 1.9809 4.2517 -0.3 -0.8 -0.4 -0.62
C 2.9550 0.0614 4.1262 -1.2 -1.0 -2.3 -0.83
C 2.9365 -0.1861 5.4561 0.5 0.6 1.9 -0.44
C 2.2685 -1.2924 5.9675 -0.2 0.0 -0.6 -1.02
C 1.5533 -2.1058 5.1139 0.1 -0.7 0.0 0.37
C 1.4993 -1.8675 3.7356 0.6 0.4 0.5 -0.33
C 2.2037 -0.7792 3.2591 0.7 1.2 0.1 0.18
H 3.3713 0.4739 6.1921 0.4 0.2 -0.3 0.51
H 2.3055 -1.5138 7.0239 -0.1 0.1 0.0 0.42
H 1.0887 -2.9684 5.5681 -0.3 -0.1 -0.2 0.15
H 0.9553 -2.4979 3.0478 -0.2 0.0 0.1 0.22
H 2.1620 -0.4341 2.2366 -0.1 -0.4 -0.3 0.89
O 1.2119 7.6744 -1.4940 -1.0 -2.8 -0.2 -0.61
N 0.8516 6.4771 -1.6216 -0.8 1.3 -0.9 1.04
O -0.2473 6.1169 -2.1229 2.5 0.8 1.2 -0.57
C 1.7998 5.4270 -1.1835 0.7 0.7 1.8 0.18
C 2.7008 5.7154 -0.1186 -1.2 -0.2 -1.4 -0.66
C 3.5090 4.6854 0.3381 0.3 0.7 0.5 -0.46
C 3.4996 3.4086 -0.1939 -0.5 0.5 -1.3 -0.49
C 2.6372 3.1761 -1.2772 0.1 -0.3 1.0 -0.01
C 1.7642 4.1648 -1.7064 -0.3 -0.4 -1.1 -0.79
H 2.6925 6.7320 0.2459 0.3 -0.1 0.3 0.55
H 4.2145 4.8849 1.1311 0.0 0.1 0.2 0.41
H 4.2360 2.7082 0.1716 -0.3 -0.3 0.0 0.36
H 2.5366 2.1957 -1.7189 0.2 -0.1 -0.2 0.53
H 1.1127 3.9535 -2.5415 -0.2 0.0 0.0 0.47
O -2.2780 2.2320 -1.0956 -2.0 1.6 1.0 -0.46
N -3.3449 2.4795 -0.4851 1.5 -1.3 -0.4 1.24
O -3.9688 1.5745 0.0592 0.0 0.8 -0.2 -0.62
C -3.9140 3.8586 -0.3794 -1.4 0.3 0.7 -0.10
C -3.2646 4.9620 -0.9078 0.7 -1.0 -1.2 -0.19
C -3.8663 6.2027 -0.9869 -1.4 -0.4 1.1 -0.58
C -5.1300 6.3531 -0.3642 0.4 -0.1 -0.9 -0.39
C -5.7883 5.3019 0.2788 1.7 -0.9 -0.7 -0.69
C -5.1758 4.0197 0.2356 0.1 0.8 0.3 -0.33
H -2.3434 4.7270 -1.4202 0.3 0.4 0.0 0.45
H -3.4450 7.0376 -1.5272 0.3 -0.1 0.1 0.47
H -5.6309 7.2922 -0.5476 -0.1 0.2 0.4 0.37
H -6.7371 5.4479 0.7736 0.0 -0.1 -0.1 0.42
H -5.6906 3.2097 0.7309 0.2 -0.2 -0.2 0.43
O -1.4082 -3.9232 3.0265 0.5 -0.8 0.5 -0.53
N -1.3304 -4.1827 4.2283 0.2 0.6 -1.2 1.11
O -1.9808 -3.5881 5.0454 -0.3 -0.1 1.0 -0.61
C -0.3392 -5.1842 4.6931 0.3 0.4 1.7 -0.16
C 0.4711 -5.8179 3.8035 -0.2 0.2 -1.0 -0.01
C 1.4874 -6.6358 4.2494 0.4 -1.0 0.8 -0.62
C 1.6560 -6.9134 5.6094 -1.3 0.9 0.3 -0.44
C 0.7980 -6.2507 6.5460 1.3 -0.6 -1.0 -0.61
C -0.1126 -5.3411 6.0880 -1.2 0.6 -1.1 -0.29
H 0.3205 -5.6727 2.7439 0.0 0.1 -0.1 0.45
H 2.0965 -7.1302 3.5071 0.2 0.0 0.1 0.40
H 2.3957 -7.6111 5.9735 0.1 0.0 -0.1 0.42
H 0.8940 -6.3908 7.6126 0.2 -0.1 0.0 0.40
H -0.6888 -4.7267 6.7640 -0.2 -0.1 0.1 0.49
O -4.0188 -0.1206 -3.9910 0.2 -1.8 0.8 -0.60
N -3.8630 -1.3559 -4.0704 -0.8 2.7 -1.2 1.15
O -3.5896 -1.8541 -5.1597 -0.1 -0.9 1.6 -0.63
C -4.0998 -2.1416 -2.8358 -0.2 -0.4 0.8 -0.27
C -3.8499 -3.4993 -2.8224 0.9 0.0 -2.6 -0.17
C -3.9240 -4.2577 -1.7137 -0.2 -1.2 1.5 -0.47
C -4.3822 -3.7279 -0.5357 -0.6 1.3 0.8 -0.49
C -4.6783 -2.3636 -0.4611 -0.1 -0.7 -1.7 -0.52
C -4.5648 -1.5849 -1.6464 0.0 0.5 1.2 -0.24
H -3.5968 -3.9937 -3.7487 0.3 0.2 -0.2 0.42
H -3.6532 -5.3013 -1.6519 0.0 -0.2 -0.7 0.42
H -4.6171 -4.3625 0.3060 0.4 -0.1 0.2 0.42
H -5.0988 -1.9878 0.4599 0.1 0.4 -0.1 0.51
H -4.8704 -0.5542 -1.5427 0.3 0.2 -0.4 0.41
O -2.7558 0.4297 7.7254 0.1 -0.6 -0.6 -0.65
N -1.7773 0.3847 6.9901 -1.0 1.1 -0.1 1.05
O -0.6572 0.6141 7.3764 0.8 -0.4 -0.1 -0.60
C -2.0053 0.2616 5.5331 -0.2 -0.9 -2.8 -0.85
C -0.9078 0.3137 4.6177 -0.2 0.3 2.0 0.06
C -1.0603 0.3315 3.2449 -1.5 -0.9 -0.2 0.23
C -2.3372 0.0912 2.7373 -0.7 0.4 1.0 -0.81
C -3.4548 -0.0358 3.6124 1.0 -0.1 -0.9 -1.14
C -3.3091 0.0248 4.9814 1.6 0.7 1.4 -0.66
H 0.0852 0.3211 5.0422 0.1 0.4 0.1 0.64
H -0.2634 0.4029 2.5195 0.3 0.0 0.3 0.87
H -2.4747 0.0287 1.6679 -0.1 0.1 -0.1 0.86
H -4.4247 -0.2113 3.1709 -0.1 0.0 0.1 0.49
H -4.1265 -0.0637 5.6817 -0.2 0.0 -0.1 0.51
C -1.0046 5.0392 1.6729 -0.6 2.5 0.7 -0.20
C -0.6741 3.6337 1.8280 -0.6 -2.9 -0.3 1.20
C -0.0091 3.5061 3.1678 0.9 -0.8 0.7 0.08
O 0.0418 4.7587 3.7739 -0.5 1.8 -0.5 -0.56
C -0.0960 5.7327 2.7040 0.8 -0.4 0.2 -0.58
H -1.9950 5.2338 2.0844 -0.4 -0.1 -0.3 0.22
H -0.9843 5.4207 0.6520 0.3 0.1 0.1 0.02
H -0.0287 3.1877 1.0712 0.0 0.3 -0.3 -0.40
H -1.5609 3.0007 1.8593 -0.2 0.0 -0.3 -0.41
H 0.9944 3.1365 2.9568 0.5 -0.1 0.4 0.05
H -0.4801 2.8397 3.8904 -0.1 -0.1 -0.3 0.00
H 0.9040 5.9309 2.3181 0.2 0.0 -0.3 0.16
H -0.4657 6.6781 3.1011 -0.2 -0.2 0.1 0.38
C -0.6814 -4.4114 -5.4343 0.6 -1.6 0.7 -0.87
C -0.5338 -2.9330 -5.2559 -0.3 0.4 0.0 0.24
C 0.9301 -2.7448 -5.6417 -1.0 -0.8 -1.2 0.62
O 1.5945 -4.0041 -5.3361 0.3 0.5 0.8 -0.46
C 0.6225 -4.8611 -4.7356 -0.7 0.2 -0.3 -0.28
H -0.5614 -4.7862 -6.4508 -0.1 0.5 -0.3 0.33
H -1.5633 -4.9272 -5.0544 -0.1 0.4 0.3 0.26
H -0.6591 -2.6569 -4.2089 -0.2 -0.1 0.2 -0.50
H -1.2393 -2.3267 -5.8240 0.2 0.0 -0.2 0.59
H 1.3134 -1.8121 -5.2279 0.8 -0.5 0.2 -0.53
H 0.9301 -2.7441 -6.7317 0.4 0.7 -0.2 0.24
H 0.5838 -4.6801 -3.6615 -0.1 0.0 0.3 -0.01
H 0.8292 -5.9210 -4.8837 0.4 0.2 -0.3 0.42
C 0.9787 0.9153 -6.5846 -1.3 0.6 -2.1 -0.88
C 2.4534 0.9331 -6.4746 1.7 0.0 -0.2 -0.66
C 2.7092 1.5005 -5.0517 -1.0 -1.0 -2.2 -0.26
O 1.6393 0.8627 -4.3934 -1.4 -0.6 2.6 0.16
C 0.4299 0.7521 -5.1858 1.2 0.8 -1.6 0.23
H 0.5240 0.1484 -7.2117 0.6 -0.4 -0.2 0.32
H 0.6743 1.8170 -7.1160 -0.3 0.4 0.5 0.37
H 3.0032 1.4986 -7.2269 -0.3 0.1 -0.2 0.49
H 2.7792 -0.1011 -6.5856 0.6 0.0 0.5 0.16
H 2.6074 2.5851 -5.0147 0.0 0.2 0.0 0.30
H 3.7034 1.2023 -4.7190 -0.3 -0.1 0.6 0.07
H -0.3462 1.5143 -5.1161 0.2 0.3 1.2 0.24
H -0.0688 -0.2170 -5.2012 0.4 -0.1 1.2 -0.44
C -0.4905 -2.2198 -1.3016 -0.5 1.1 0.3 -0.08
C -0.5323 -0.8069 -1.8628 -0.5 1.4 -1.0 1.23
C 0.3680 -0.0374 -0.8938 0.2 -0.3 -0.6 0.69
O 0.1095 -0.6409 0.3463 -0.6 -0.9 1.7 0.14
C -0.6374 -1.8601 0.2097 1.3 -1.1 -1.7 0.04
H 0.4848 -2.6717 -1.4828 0.0 -0.1 0.0 -0.43
H -1.2742 -2.8813 -1.6706 0.0 0.1 0.0 0.58
H -1.5373 -0.3852 -1.8767 -0.4 -0.1 0.7 -0.16
H -0.2967 -0.6176 -2.9101 0.8 -0.5 0.0 -0.90
H 0.2947 1.0346 -0.7101 -0.7 0.1 -0.6 -0.40
H 1.4057 -0.1874 -1.1916 0.4 -0.3 0.0 -0.59
H -1.6803 -1.8229 0.5246 0.1 0.4 0.1 -0.06
H -0.1206 -2.6992 0.6755 -0.1 0.3 1.0 -0.06
```
Forces are in eV/Å.